# 1
This record from the Open Molecules 2025 dataset describes a structure of composition C27H48N3O10PS3. The level of theory is ωB97M-V/def2-TZVPD.

Calculated values
- E: -95498.555 eV
- HOMO level: -0.3065 Eh
- Net charge: 0
- Relative energy (zero: lowest compared OMol25 entry of this formula, charge and spin): 403.7 kcal/mol

Last column: Mulliken charge in e.
Geometry (Å):
C -6.9081 -13.5593 10.4693  0.897
C -6.6298 -13.2720 8.9844  -0.749
C -7.2171 -11.8206 8.6670  -1.005
S -6.9967 -10.8260 10.2627  1.272
O -7.9256 -9.7097 10.5025  -0.649
O -5.5259 -10.5701 10.3566  -0.709
C -7.3419 -12.3627 11.2243  -0.079
H -6.0711 -14.1571 10.8300  -1.010
H -7.7702 -14.2262 10.4796  -1.325
H -7.0648 -13.9432 8.2439  0.332
H -5.5640 -13.1621 8.7847  0.396
H -8.2992 -11.8405 8.5378  0.397
H -6.7299 -11.3336 7.8222  0.566
H -8.4280 -12.3237 11.3080  -0.041
H -6.9438 -12.2548 12.2332  0.837
C -11.7087 -14.8173 17.3120  -0.914
C -11.0230 -14.4350 15.9776  0.433
C -11.0505 -12.8895 15.8154  -0.715
S -12.6742 -12.3696 16.5230  1.335
O -13.6816 -12.0749 15.4712  -0.708
O -12.4468 -11.4021 17.5834  -0.681
C -12.9884 -13.9740 17.3543  -0.959
H -11.0441 -14.5450 18.1319  0.414
H -11.8511 -15.8904 17.4391  0.424
H -11.6150 -14.9409 15.2149  -0.002
H -10.0318 -14.8826 15.9043  -1.245
H -11.0661 -12.7378 14.7361  0.112
H -10.1299 -12.6183 16.3322  0.545
H -13.6957 -14.5547 16.7621  0.353
H -13.1863 -13.7542 18.4034  0.581
C -9.1734 -11.7251 13.1328  -0.415
C -8.5579 -13.0124 13.8865  1.688
C -7.9396 -12.4862 15.1723  -0.742
S -7.8462 -10.6457 15.1107  1.214
O -6.5034 -10.1975 15.3350  -0.732
O -8.9495 -10.0173 15.8072  -0.662
C -8.2598 -10.5850 13.3350  -0.685
H -10.1730 -11.6554 13.5617  0.704
H -9.2977 -11.8281 12.0548  0.364
H -7.8284 -13.4366 13.1966  0.402
H -9.3465 -13.7608 13.9651  -0.181
H -6.8985 -12.8082 15.1958  0.279
H -8.3230 -12.8473 16.1266  -0.892
H -7.3174 -10.8018 12.8321  0.199
H -8.6395 -9.5986 13.0690  0.586
C -12.0490 -16.9332 14.3665  -1.152
O -11.6062 -16.1889 13.2802  -0.507
P -10.0484 -15.7416 13.2984  0.387
O -9.3490 -15.3950 14.4875  -0.142
O -9.3922 -16.9971 12.5166  -0.172
C -8.0728 -17.5790 12.7156  0.192
O -9.9333 -14.5998 12.1025  -0.800
C -8.5953 -14.3231 11.6884  -0.147
H -11.4021 -17.2852 15.1701  0.328
H -12.5554 -17.8201 13.9858  0.647
H -12.7465 -16.3340 14.9520  0.495
H -7.4631 -17.3118 11.8525  0.031
H -8.0608 -18.6656 12.8008  0.104
H -7.6420 -17.2302 13.6542  0.420
H -8.5172 -13.2359 11.6928  -1.839
H -8.3053 -14.6596 10.6931  1.587
H -7.8310 -14.8408 12.2680  -0.160
N -4.9724 -13.8663 13.6991  -0.002
C -4.9167 -14.3249 12.3919  -0.844
C -5.6087 -15.4934 12.3672  -0.633
C -6.2655 -15.6566 13.6184  1.381
C -5.8705 -14.5926 14.3808  -2.582
H -4.6349 -12.9588 13.9865  0.377
H -4.3875 -13.6855 11.7009  0.601
H -5.7416 -16.1577 11.5260  0.444
H -7.0330 -16.3574 13.9121  -0.695
H -6.1770 -14.2567 15.3604  1.954
N -6.9037 -16.9476 17.6857  -0.008
C -6.5962 -15.5774 17.9437  -1.106
C -7.4517 -14.8688 17.1874  -0.529
C -8.2727 -15.6818 16.3623  1.060
C -7.8598 -17.0135 16.7015  -1.460
H -6.3363 -17.6414 18.1513  0.221
H -5.9456 -15.3912 18.7853  0.439
H -7.6049 -13.7998 17.1765  0.802
H -8.9541 -15.3067 15.6130  1.242
H -8.0868 -18.0063 16.3422  0.734
N -8.7612 -20.5356 13.6371  -0.002
C -9.6298 -19.6402 13.0705  -1.237
C -10.8776 -19.7939 13.7082  -0.168
C -10.7862 -20.9780 14.4570  -1.119
C -9.4684 -21.3866 14.4363  -0.294
H -7.7773 -20.6668 13.4505  0.199
H -9.4088 -18.9534 12.2669  0.991
H -11.7103 -19.1518 13.4618  0.876
H -11.5315 -21.4715 15.0630  0.402
H -8.9284 -22.2124 14.8754  0.453

Atomic forces in eV per Å
C 3.6676 0.9501 -3.4972
C -0.1652 3.1423 -0.4586
C -0.1123 -0.2476 1.0153
S 3.0005 -0.2693 -0.9970
O 0.8780 -1.9290 -0.5210
O -2.5222 -0.2206 -0.0089
C 2.4003 3.0917 -1.6372
H -0.7950 1.0078 -0.1529
H 7.5726 5.3546 -3.7757
H -0.0309 -0.2965 0.2874
H 0.0557 -0.3302 0.0068
H -0.0620 -0.0366 -0.2264
H -0.0668 0.1657 0.2593
H 1.7100 2.4917 -2.0714
H 0.2397 -0.2874 -0.6875
C 0.9772 1.3685 -0.2604
C -1.4373 -0.3547 1.2833
C -0.4725 -2.1925 -0.3817
S -0.2906 0.4359 -0.1883
O 2.0459 -0.8888 1.7182
O -0.1715 -0.4634 -0.7586
C 0.5937 -0.7551 -0.0703
H 0.0739 0.1810 0.1188
H -0.3636 0.0100 -0.2795
H 0.0068 0.7072 -0.0793
H -2.4196 1.5917 1.5501
H 0.0425 0.7275 0.4027
H -0.8389 1.2628 0.0251
H -0.7147 0.5240 0.4227
H -0.9092 0.0814 -0.3585
C -1.1145 -1.4740 0.9796
C -0.7519 2.5242 -0.9152
C 0.9089 0.2367 0.1767
S -1.5331 0.0051 -1.0938
O 0.4447 -0.1425 0.2443
O 0.4918 -0.5969 0.1161
C 0.7419 0.7508 1.3111
H 0.1136 0.8904 -0.1333
H -1.3033 0.2562 1.1504
H 0.2310 0.4011 1.8712
H 0.9189 1.8236 0.5507
H -0.2621 0.6986 0.0615
H -0.4662 0.5782 -0.5632
H -0.1715 0.8318 0.3365
H 0.1250 -0.0969 0.1419
C -2.2430 -1.1134 1.7720
O 2.8918 1.6591 -0.4714
P -1.5680 -2.0380 -7.3350
O -1.0363 -1.4761 -5.2900
O 0.3656 -0.2857 0.5857
C 0.3490 0.4596 0.1951
O -1.7523 -2.0597 2.3556
C -3.9522 -3.3778 1.8838
H 1.1418 0.1201 -0.6412
H -0.1898 0.5047 0.1151
H -0.4968 -0.0245 -0.3837
H 0.0185 0.2857 0.2505
H 0.3086 1.2224 -0.2657
H -1.4425 -1.6409 -0.9908
H -1.4469 -4.5599 0.9692
H -8.6856 -6.1272 2.5420
H -0.1751 0.0433 -0.1085
N -0.2579 1.0134 -1.2959
C 1.6370 0.4152 1.6861
C -0.3393 -0.9217 -0.2126
C 0.7228 0.9476 0.8557
C 0.1467 -0.5484 1.2464
H 0.0120 -0.1240 -0.0081
H 0.1830 -0.5586 -0.2249
H 0.1428 0.1782 -0.1249
H 2.0445 2.0562 0.5359
H 0.3697 -0.8382 -0.1186
N 0.9627 2.5346 0.1996
C -0.4244 -2.8807 0.7168
C -0.8962 1.2398 -0.2281
C 3.4614 -2.7040 4.4595
C -0.1885 1.2824 -0.1440
H -0.5235 -0.3575 -0.5448
H 0.0525 0.4080 -0.2842
H 0.6110 -0.2829 0.6590
H 2.7138 -0.9881 3.1826
H -0.4619 0.1354 -0.2154
N -0.4045 -0.3222 -0.7118
C -2.4147 -0.2415 0.8207
C 1.4897 -0.2474 -2.0266
C 0.4742 -0.4589 1.2870
C 0.0296 -0.1462 0.1167
H -0.2792 0.1011 -0.2303
H -0.8866 -1.2260 0.3913
H 0.1342 -0.7633 -0.0059
H -0.1037 0.1643 -0.1018
H -0.3592 0.0325 0.2235

# 2
This record from the Open Molecules 2025 dataset describes a structure of composition C54H45F3N5O10SSbSr. The level of theory is ωB97M-V/def2-TZVPD.

Calculated values
- E: -111020.498 eV
- HOMO level: -0.0753 Eh
- Net charge: -2
- Relative energy (zero: lowest compared OMol25 entry of this formula, charge and spin): 11.3 kcal/mol

Last column: Mulliken charge in e.
Geometry (Å):
Sr 0.0860 1.2301 1.1021  1.837
O -1.1677 5.1634 -0.0985  -0.804
C -1.3432 3.9644 -0.2960  -0.220
O -0.5066 3.0192 -0.4003  -0.141
C -2.8032 3.4638 -0.3888  0.299
C -3.7990 4.1681 0.2753  -0.712
C -5.0912 3.6719 0.2861  -0.635
C -5.3558 2.4950 -0.3906  -0.794
C -4.3065 1.8756 -1.0567  -0.472
N -3.0595 2.3363 -1.0605  1.050
H -3.5202 5.0825 0.7811  0.543
H -5.8797 4.1908 0.8196  0.378
H -6.3443 2.0541 -0.4067  0.481
H -4.4756 0.9565 -1.6089  0.222
C 5.6349 3.0881 3.7409  -1.009
C 5.0152 1.8010 4.2007  0.385
C 4.9788 1.4413 5.5415  -0.576
C 4.3857 0.2548 5.9554  -0.496
C 3.8163 -0.5781 5.0117  -0.022
C 3.8481 -0.2319 3.6627  -0.302
C 4.4466 0.9449 3.2538  -0.103
S 2.9889 -2.0768 5.4617  1.407
O 3.5270 -3.1260 4.6365  -0.706
O 3.0428 -2.2049 6.8952  -0.768
N 1.4227 -1.9412 5.0538  -0.087
C 0.4957 -1.0881 5.7951  -0.925
C 0.5044 0.3882 5.4253  -0.923
C 0.4711 0.6936 3.9289  1.238
O 0.6285 -0.2623 3.1154  -0.843
O 0.3358 1.8916 3.5951  -0.816
H 5.8996 3.7305 4.5848  0.380
H 4.9448 3.6192 3.0832  -0.005
H 6.5342 2.8951 3.1520  0.308
H 5.4125 2.1061 6.2821  0.289
H 4.3505 -0.0164 7.0043  0.471
H 3.3849 -0.8652 2.9194  0.279
H 4.4463 1.2099 2.2062  0.262
H 1.2932 -1.7982 4.0537  0.180
H 0.7013 -1.2205 6.8573  0.401
H -0.4984 -1.4964 5.6052  0.345
H 1.3715 0.9098 5.8389  0.241
H -0.3707 0.8628 5.8773  0.526
F 3.0410 -1.0172 -7.4691  -0.362
C 2.2163 -0.5879 -6.4766  0.323
C 1.0531 0.0714 -6.8266  -0.692
C 0.2173 0.5075 -5.8082  -0.267
C 0.5279 0.2884 -4.4652  -0.060
C 1.7134 -0.3778 -4.1660  -0.480
C 2.5721 -0.8229 -5.1684  -0.524
Sb -0.6789 0.9416 -2.8032  0.122
C -2.4936 0.0772 -3.5524  0.322
C -2.6747 -1.2480 -3.1519  -0.301
C -3.7908 -1.9859 -3.5292  -0.743
C -4.7385 -1.3675 -4.3181  0.394
F -5.8387 -2.0678 -4.6968  -0.389
C -4.6074 -0.0601 -4.7389  -0.875
C -3.4772 0.6522 -4.3504  -0.139
C -0.7610 2.9579 -3.5140  0.541
C -1.9068 3.7137 -3.7383  -0.335
C -1.8352 5.0508 -4.1146  -0.762
C -0.5919 5.6265 -4.2497  0.383
F -0.5100 6.9310 -4.6203  -0.381
C 0.5723 4.9280 -4.0076  -0.662
C 0.4732 3.5939 -3.6396  -0.723
H 0.8228 0.2358 -7.8717  0.431
H -0.6961 1.0325 -6.0695  0.308
H 1.9931 -0.5515 -3.1317  0.380
H 3.4981 -1.3345 -4.9395  0.456
H -1.9410 -1.7247 -2.5069  0.263
H -3.9243 -3.0124 -3.2108  0.540
H -5.3734 0.3868 -5.3597  0.450
H -3.3791 1.6739 -4.6997  0.303
H -2.8882 3.2881 -3.5700  0.094
H -2.7277 5.6423 -4.2726  0.406
H 1.5295 5.4268 -4.0828  0.446
H 1.3924 3.0570 -3.4241  0.425
N 0.2055 -3.0154 -0.0497  -0.428
C 0.5327 -4.1047 0.1182  -0.015
C 0.8932 -5.4756 0.3531  0.556
C 0.0890 -6.4829 -0.1804  -0.496
C 0.4220 -7.8084 0.0462  -0.538
C 1.5441 -8.1253 0.8010  -0.326
C 2.3358 -7.1183 1.3348  -0.548
C 2.0160 -5.7882 1.1145  -0.497
H -0.7864 -6.2179 -0.7599  0.539
H -0.2026 -8.5903 -0.3665  0.380
H 1.7969 -9.1634 0.9783  0.369
H 3.2028 -7.3654 1.9332  0.388
H 2.6173 -4.9945 1.5383  0.589
O -2.3445 0.7021 1.8816  -0.943
C -2.3695 -0.1900 1.0087  1.327
O -1.4782 -0.4324 0.1662  -0.455
C -3.5834 -1.1072 0.9436  -0.351
C -4.7750 -0.7735 1.5697  -0.346
C -5.8831 -1.6081 1.4803  -0.756
C -5.8043 -2.8028 0.7822  -0.670
C -4.5933 -3.1192 0.1838  -0.254
C -3.4826 -2.2994 0.2361  0.383
N -4.4914 -4.4010 -0.5434  1.129
O -5.4810 -5.1102 -0.6021  -0.685
O -3.4499 -4.6561 -1.1194  -0.580
H -4.8089 0.1582 2.1202  0.505
H -6.8130 -1.3300 1.9608  0.390
H -6.6424 -3.4768 0.6998  0.511
H -2.5444 -2.5540 -0.2369  0.573
C 3.1174 -0.8050 -0.2886  -0.368
C 3.5250 0.6134 -0.0278  0.105
C 4.6906 1.2775 -0.3824  -1.001
C 4.5461 2.6081 0.1009  -0.698
C 3.3077 2.6559 0.7228  -0.095
C 2.6291 3.8225 1.3770  -1.583
N 2.6853 1.4449 0.6562  1.304
H 3.9279 -1.3781 -0.7462  0.491
H 2.2528 -0.8787 -0.9593  -0.419
H 2.8256 -1.3257 0.6300  -0.254
H 5.5332 0.8593 -0.9180  0.422
H 5.2479 3.4275 0.0109  0.484
H 3.3599 4.5787 1.6809  0.350
H 2.0943 3.5120 2.2810  0.233
H 1.9021 4.3107 0.7197  0.226

Atomic forces in eV per Å
Sr 0.7359 0.2442 0.1420
O 0.0865 0.0325 -0.0415
C -0.4684 -0.5063 -0.1558
O 0.2381 0.4884 0.0737
C 0.0136 0.0621 -0.0384
C -0.0631 0.0886 0.0798
C 0.0517 0.1257 0.0644
C 0.0461 -0.1473 -0.0979
C -0.0347 -0.0112 -0.0122
N 0.0785 0.0501 0.0470
H -0.0168 -0.0040 -0.0118
H 0.0167 0.0066 0.0026
H -0.0013 -0.0048 -0.0016
H 0.0004 -0.0475 -0.0334
C 0.0210 0.0991 0.0174
C -0.0476 -0.0822 -0.1350
C 0.0475 0.0305 0.0791
C -0.0377 0.0084 0.2653
C -0.1040 -0.0019 -0.3006
C -0.0006 0.0244 -0.0906
C 0.0260 -0.1034 0.3030
S -0.1274 -0.1568 0.1497
O -0.0074 0.0823 -0.0767
O 0.0854 0.1144 0.1395
N 0.1849 -0.1784 0.0406
C 0.0124 -0.0316 0.1375
C -0.0370 0.1024 0.0580
C 0.2895 0.1496 0.0737
O -0.2348 -0.1239 -0.0608
O -0.1152 -0.0821 -0.0476
H -0.0146 -0.0315 -0.0476
H 0.0285 0.0037 0.0379
H 0.0097 -0.0037 0.0129
H -0.0067 -0.0214 -0.0059
H -0.0127 -0.0090 -0.0653
H -0.0338 -0.0678 -0.0131
H 0.0628 -0.0003 -0.0120
H 0.0098 0.0987 -0.1686
H 0.0036 -0.0026 0.0127
H 0.0040 -0.0271 -0.0275
H 0.0698 -0.0647 -0.0505
H 0.0248 0.0362 -0.0354
F 0.0160 -0.0069 -0.0254
C -0.0103 0.0026 -0.0149
C 0.0067 -0.0049 0.0368
C -0.0052 -0.0184 0.0161
C 0.0648 -0.0403 -0.2482
C 0.0549 -0.0124 -0.0479
C -0.0229 0.0102 0.0210
Sb 0.0605 0.2641 0.6597
C -0.0184 -0.1567 -0.0525
C -0.0760 -0.0801 0.1201
C -0.0026 0.0499 -0.0034
C 0.0290 0.0167 0.0109
F -0.0188 0.0001 -0.0025
C 0.0139 -0.0358 0.0229
C 0.0039 0.1026 -0.1535
C -0.0699 0.0757 -0.1490
C -0.0974 0.0122 0.0739
C 0.0300 -0.0102 -0.0052
C -0.0068 -0.0282 0.0072
F 0.0007 0.0290 -0.0033
C -0.0308 -0.0096 0.0083
C 0.1009 0.0263 -0.0395
H -0.0026 0.0003 0.0107
H 0.0083 -0.0019 0.0035
H -0.0108 0.0107 -0.0244
H -0.0104 0.0079 -0.0081
H -0.0017 0.0481 -0.0106
H -0.0002 0.0111 -0.0165
H -0.0031 -0.0115 0.0064
H 0.0338 -0.0752 0.0271
H 0.0587 -0.0054 -0.0018
H 0.0160 0.0076 -0.0031
H -0.0088 -0.0088 -0.0018
H -0.0396 -0.0240 -0.0089
N 0.1006 -0.1036 -0.1200
C -0.0965 0.1495 0.1052
C -0.0653 -0.0614 -0.0540
C 0.0687 -0.0212 0.0166
C -0.0288 0.0475 -0.0179
C -0.0314 -0.0346 -0.0176
C 0.0151 0.0019 0.0160
C -0.0124 0.0140 0.0207
H 0.0146 0.0076 0.0196
H 0.0259 -0.0168 0.0182
H 0.0093 0.0129 0.0041
H -0.0009 0.0034 -0.0024
H -0.0051 0.0022 -0.0017
O -0.2179 0.0589 0.0059
C -0.3845 -0.2103 0.0887
O 0.0572 -0.1823 -0.2749
C 0.0403 -0.0065 -0.0270
C 0.0454 0.0426 -0.0096
C -0.0677 -0.0453 -0.0173
C 0.1259 0.1467 0.0650
C 0.0627 -0.3295 -0.0051
C -0.0908 0.1026 0.1146
N -0.1777 0.3044 -0.5318
O 0.0234 -0.0722 0.2247
O 0.0840 -0.0463 0.2085
H -0.0057 0.0042 0.0073
H 0.0040 -0.0041 -0.0070
H -0.0028 -0.0235 -0.0102
H -0.0200 -0.0226 -0.0032
C 0.0244 -0.1293 -0.0367
C -0.0516 0.0161 0.1042
C -0.0085 -0.0216 -0.0175
C -0.0227 -0.0524 0.0377
C -0.0957 0.1169 -0.0895
C 0.0227 0.0767 0.0995
N -0.2023 -0.0173 -0.2864
H 0.0336 0.0507 0.0040
H -0.0122 0.0412 0.0394
H 0.0116 0.0379 0.0035
H -0.0180 -0.0092 0.0038
H 0.0067 -0.0310 0.0003
H -0.0209 0.0110 -0.0680
H 0.0126 -0.0365 -0.0157
H 0.0048 -0.0545 -0.0050

# 3
This record from the Open Molecules 2025 dataset describes the molecule C4H4S. The level of theory is ωB97M-V/def2-TZVPD.

Calculated values
- E: -15044.176 eV
- Structure (SMILES): S=CC1C=C1
- HOMO level: -0.3162 Eh
- Net charge: 0
- Relative energy (zero: lowest compared OMol25 entry of this formula, charge and spin): 80.8 kcal/mol

Last column: Mulliken charge in e.
Geometry (Å):
S 0.4834 -1.6667 -2.2775  -0.297
C 0.4063 -1.1214 -0.7663  -0.179
C -0.0960 0.1777 -0.4667  -0.204
C 0.4078 0.9577 0.7685  -0.319
C -0.7605 0.3586 0.9791  -0.338
H 0.6672 -1.5313 0.2109  0.314
H -0.4186 0.7928 -1.2626  0.385
H 0.9849 1.7848 1.3008  0.298
H -1.6745 0.2480 1.5138  0.341

Atomic forces in eV per Å
S 0.2117 -0.6359 0.1998
C 0.2349 0.2004 0.0564
C -0.4200 1.7463 2.4854
C -2.4977 -0.2287 1.9534
C 3.2166 1.3559 -2.0826
H 0.4357 -1.1823 -0.4882
H -0.5580 0.3675 -0.9115
H -0.3504 -1.5002 -1.3749
H -0.2728 -0.1230 0.1622